[1]
{"formula": "C9H36AsF6O9", "method": "ωB97M-V/def2-TZVPD", "e_above_lowest_kcal_mol": 10.3, "charge": -1, "total_energy_ha": -3876.81916, "elements": ["As", "F", "F", "F", "F", "F", "F", "O", "H", "H", "O", "H", "H", "O", "H", "H", "O", "H", "H", "O", "H", "H", "O", "H", "H", "C", "C", "C", "O", "H", "H", "H", "H", "H", "H", "H", "H", "C", "C", "C", "O", "H", "H", "H", "H", "H", "H", "H", "H", "C", "C", "C", "O", "H", "H", "H", "H", "H", "H", "H", "H"], "xyz": [[0.772, 14.307, -20.392], [0.913, 15.978, -19.758], [-0.669, 13.997, -19.437], [0.627, 12.592, -21.065], [2.231, 14.796, -21.390], [1.822, 13.741, -19.092], [-0.188, 14.866, -21.794], [-2.502, 17.120, -19.777], [-1.922, 16.370, -19.644], [-3.320, 16.871, -19.346], [1.578, 13.077, -23.776], [1.667, 13.265, -22.842], [1.943, 12.198, -23.879], [2.616, 14.518, -16.376], [2.142, 14.880, -17.126], [3.532, 14.740, -16.541], [4.587, 16.138, -22.765], [4.287, 15.537, -22.082], [4.224, 15.780, -23.575], [-2.516, 14.501, -23.391], [-3.303, 14.083, -23.042], [-1.869, 14.417, -22.691], [-1.451, 17.034, -23.186], [-2.301, 16.595, -23.150], [-0.814, 16.334, -23.042], [3.260, 9.676, -19.026], [4.052, 10.033, -20.298], [4.368, 8.799, -21.129], [3.229, 11.008, -21.023], [3.981, 9.113, -18.432], [2.391, 9.080, -19.304], [2.871, 10.514, -18.448], [5.017, 10.403, -19.953], [4.380, 7.866, -20.566], [5.147, 8.843, -21.890], [3.485, 8.617, -21.741], [3.278, 11.812, -20.501], [-1.215, 14.605, -14.780], [-0.725, 14.127, -16.189], [-1.515, 12.844, -16.640], [-0.952, 15.120, -17.067], [-0.429, 15.314, -14.522], [-1.083, 13.822, -14.033], [-2.179, 15.099, -14.662], [0.319, 13.861, -16.019], [-1.083, 12.440, -17.555], [-2.589, 12.953, -16.787], [-1.305, 12.066, -15.906], [-0.950, 14.678, -17.919], [0.113, 7.787, -21.267], [-0.584, 9.154, -21.632], [-1.040, 10.042, -20.548], [0.204, 9.937, -22.523], [1.053, 7.849, -20.719], [0.346, 7.273, -22.199], [-0.592, 7.177, -20.703], [-1.430, 8.842, -22.244], [-1.650, 9.470, -19.849], [-1.666, 10.875, -20.867], [-0.196, 10.473, -20.008], [0.478, 10.784, -22.164]], "atomic_forces_ev_per_a": [[1.4917, 1.3012, -1.3097], [-0.7479, -1.7765, -0.3021], [0.4238, 0.0206, -0.8430], [0.5516, 2.3227, 0.9152], [-1.3280, -1.5392, 0.9362], [-0.7444, 0.0299, -0.9563], [0.4208, -0.6520, 1.3854], [-0.1880, 0.2327, -0.1467], [0.3447, -0.1424, 0.0185], [-0.1521, -0.0599, 0.1640], [0.0148, 0.1057, -0.4807], [0.0634, 0.0972, 0.1823], [0.0679, -0.2697, 0.0111], [0.0800, -0.0987, 0.4550], [-0.2426, 0.0769, -0.3705], [0.1905, 0.0460, -0.0628], [0.4566, 0.2453, -0.0566], [-0.3119, -0.1285, 0.1962], [-0.2114, -0.1049, -0.1452], [-0.5030, -0.0933, -0.2883], [-0.1885, -0.1514, 0.0435], [0.4578, -0.1132, 0.2600], [0.1350, 0.8227, -0.1610], [-0.0666, -0.2573, -0.0461], [0.1345, -0.0543, 0.0428], [0.5294, -0.5221, -0.5558], [-0.8742, 0.4234, 0.7110], [-1.7995, -0.2888, -1.0139], [1.5057, -1.0606, -0.0763], [-0.4197, -0.2801, 0.4750], [0.0758, -0.2507, 0.0957], [0.3665, 0.2697, -0.1890], [0.0269, 0.8719, -0.2217], [0.6608, 0.2250, 0.3944], [0.4187, 0.3168, 0.5473], [-0.3882, 0.1432, -0.2053], [-0.1913, 0.2512, 0.0314], [1.6213, -0.0203, -0.2398], [-2.6151, -2.4361, 2.6392], [1.3893, -0.1218, 0.4616], [0.0765, 1.7749, -1.4023], [-0.2230, 0.4920, 0.3046], [-0.2801, -0.2488, -0.0800], [-0.0809, -0.2538, -0.5292], [0.2568, -0.0670, -0.3836], [-0.0364, 0.1710, -0.2529], [0.0481, 0.3647, 0.2158], [-0.3228, -0.1142, 0.2021], [0.0918, 0.5531, -0.3840], [-0.3344, 1.0409, -0.2096], [0.8767, -0.4250, -1.2839], [-0.5876, -0.0679, 1.6734], [0.4839, -0.7495, -0.8218], [-0.0854, 0.3665, 0.1622], [-0.1074, 0.0204, -0.0703], [-0.0093, -0.0577, 0.0639], [-0.3555, -0.0438, 0.0450], [-0.0012, -0.0086, 0.3098], [0.1335, -0.0681, -0.4133], [0.0706, -0.0758, 0.1020], [-0.0686, 0.0161, 0.4572]], "nbo_charge": [2.80, -0.61, -0.63, -0.64, -0.64, -0.62, -0.64, -0.93, 0.48, 0.46, -0.95, 0.48, 0.46, -0.95, 0.49, 0.46, -0.95, 0.48, 0.47, -0.95, 0.46, 0.49, -0.96, 0.48, 0.47, -0.62, 0.10, -0.65, -0.73, 0.19, 0.20, 0.22, 0.15, 0.21, 0.22, 0.23, 0.48, -0.63, 0.11, -0.65, -0.72, 0.21, 0.19, 0.20, 0.16, 0.21, 0.20, 0.20, 0.49, -0.62, 0.11, -0.64, -0.75, 0.20, 0.21, 0.20, 0.15, 0.20, 0.22, 0.22, 0.49]}

***

[2]
{"formula": "C4H10Br2Si", "method": "ωB97M-V/def2-TZVPD", "e_above_lowest_kcal_mol": 129.5, "total_energy_ha": -5595.79308, "elements": ["C", "C", "C", "C", "Si", "Br", "Br", "H", "H", "H", "H", "H", "H", "H", "H", "H", "H"], "xyz": [[-0.909, 0.909, -1.909], [-1.196, 1.005, 1.259], [0.757, -1.194, -0.184], [-2.192, -1.413, -0.718], [-0.900, -0.145, -0.169], [-5.121, 1.597, 0.351], [-2.197, -3.115, -0.098], [-1.911, 1.315, -2.006], [-0.379, 1.757, -1.731], [-0.496, 0.409, -2.790], [-0.776, 1.940, 0.842], [-2.241, 1.002, 1.658], [-0.413, 0.708, 1.987], [0.800, -1.566, -1.192], [1.611, -0.541, 0.007], [0.677, -2.074, 0.491], [-3.181, -1.178, -1.146]], "atomic_forces_ev_per_a": [[-1.3457, -2.7712, 1.5472], [0.5138, -0.5894, 0.3197], [-1.7786, 0.4033, 0.8653], [-1.6522, 0.0605, 1.4351], [1.7364, 0.5626, -3.1136], [0.6001, -0.5241, -0.1298], [0.1336, 0.0296, -0.2755], [-0.4526, -0.4077, -0.4815], [2.0905, 2.4613, 0.5909], [-0.4158, -0.0557, 0.1882], [-0.9150, -0.0104, 0.2733], [1.0123, 0.4728, -0.4042], [-0.7539, -0.0028, 0.1055], [0.2404, -0.1936, -0.5585], [-0.0196, -0.2955, 0.1659], [0.4134, 0.7173, -0.2109], [0.5931, 0.1431, -0.3170]], "nbo_charge": [-1.02, -1.10, -1.07, -0.43, 1.49, -0.71, 0.33, 0.25, 0.22, 0.23, 0.26, 0.31, 0.25, 0.23, 0.25, 0.24, 0.25]}

***

[3]
{"formula": "C7H8ClN2O2P", "method": "ωB97M-V/def2-TZVPD", "e_above_lowest_kcal_mol": 38.7, "total_energy_ha": -1333.11019, "elements": ["C", "C", "C", "C", "C", "C", "C", "N", "N", "O", "O", "P", "Cl", "H", "H", "H", "H", "H", "H", "H", "H"], "xyz": [[2.523, 1.584, 0.348], [2.446, 0.506, 1.279], [1.459, 1.731, -0.611], [1.521, -0.581, 1.025], [0.680, 0.610, -0.879], [0.641, -0.442, -0.008], [-0.325, -1.562, -0.293], [-1.659, -1.084, -0.595], [-0.055, -2.762, -0.187], [-2.361, 1.549, 0.889], [-3.275, 1.142, -1.493], [-3.046, 0.785, -0.091], [-4.410, -0.580, 0.583], [2.965, 2.435, 0.766], [3.085, 0.434, 2.208], [1.541, 2.603, -1.317], [1.556, -1.374, 1.771], [-0.073, 0.718, -1.636], [-1.823, -1.065, -1.722], [-2.253, -1.767, -0.169], [0.863, -2.879, 0.130]], "atomic_forces_ev_per_a": [[-3.4150, -1.3766, 1.7557], [-0.3701, -1.0823, -0.9752], [2.9870, -0.5155, -0.7596], [2.4056, 2.2401, 1.6599], [-0.4841, 2.4611, 0.1699], [-0.4986, -2.0698, -0.5509], [0.6450, 2.8053, 0.4869], [-0.5049, 0.3880, -3.4109], [-2.1371, -1.4237, -0.3275], [1.1034, 0.8414, 2.3031], [-0.1681, -0.5562, 0.3240], [-0.7012, -1.3747, -2.7345], [0.3718, 0.5620, -0.0219], [1.3422, 1.3211, -0.2291], [-0.6576, 0.2935, -1.3582], [-0.5979, -0.9381, 0.9198], [-0.4973, -0.0850, -0.4558], [-0.2350, -0.1945, -0.3892], [0.3014, -0.2015, 3.5631], [-0.7312, -0.7297, -0.3451], [1.8418, -0.3651, 0.3756]], "nbo_charge": [-0.22, -0.18, -0.17, -0.20, -0.21, -0.13, 0.44, -0.90, -0.60, -1.02, -1.05, 2.22, -0.29, 0.21, 0.22, 0.23, 0.22, 0.22, 0.44, 0.42, 0.35]}

***

[4]
{"formula": "C3H22N2O5", "method": "ωB97M-V/def2-TZVPD", "e_above_lowest_kcal_mol": 0.0, "charge": 2, "total_energy_ha": -612.64420, "elements": ["C", "C", "C", "N", "N", "H", "H", "H", "H", "H", "H", "H", "H", "H", "H", "H", "H", "H", "H", "O", "H", "H", "O", "H", "H", "O", "H", "H", "O", "H", "H", "O"], "xyz": [[-1.533, -0.166, 0.471], [-1.996, 0.667, -0.691], [-2.143, -0.116, -1.997], [-0.803, -0.557, -2.586], [-0.231, 0.308, 1.063], [-1.432, -1.228, 0.251], [-2.169, -0.237, 1.346], [-1.586, 1.659, -0.888], [-2.993, 1.077, -0.517], [-2.670, -1.042, -1.772], [-2.650, 0.429, -2.781], [-0.402, 0.138, -3.208], [-0.137, -0.679, -1.818], [-0.925, -1.400, -3.138], [0.128, -0.445, 1.695], [-0.298, 1.053, 1.746], [0.511, 0.428, 0.374], [3.280, -1.203, -0.394], [3.535, -0.307, -1.542], [3.029, -0.326, -0.716], [1.558, -2.382, -1.158], [0.478, -3.043, -0.197], [0.837, -2.218, -0.544], [-0.700, 3.272, 1.767], [0.064, 3.739, 0.550], [-0.636, 3.123, 0.811], [2.550, 1.845, 1.933], [3.035, 1.237, 0.678], [2.208, 1.541, 1.080], [0.213, -1.386, 3.931], [1.313, -2.184, 3.196], [0.561, -1.599, 3.057]], "atomic_forces_ev_per_a": [[0.7881, 0.1460, 1.3373], [-1.3950, 0.7869, -1.3291], [0.1707, -0.3340, 0.4686], [-0.2210, 0.6846, 0.4372], [0.1525, -2.2991, 0.4907], [0.4305, 0.0665, -0.5078], [-0.7339, 0.6088, -0.1785], [1.2045, -0.2979, 0.4488], [-0.4293, -0.5869, 0.2604], [-0.1151, -0.0079, -0.2977], [-0.2288, 0.1309, -0.0035], [-0.0371, 0.3683, -0.1654], [0.1432, -0.7714, -0.1612], [0.2129, -0.3820, 0.0910], [0.0842, -0.2252, -0.3311], [-0.0772, 0.9510, -0.9033], [0.2048, 0.7792, 0.3772], [-0.0576, 0.1946, 0.4662], [-0.0019, 0.4767, 0.0639], [0.2805, -0.6890, -0.7376], [0.0171, -0.4967, 0.1433], [0.3546, -0.2128, -0.2810], [-0.5701, 0.7089, 0.0530], [-0.2122, 0.2587, -0.2729], [-0.0967, -0.1031, -0.1076], [0.2289, 0.0566, 0.5078], [-0.3948, 0.1983, 0.0059], [-0.3167, -0.2036, -0.4549], [0.7120, 0.1269, 0.6106], [0.1073, -0.1807, 0.0556], [0.0055, 0.0109, 0.0801], [-0.2099, 0.2366, -0.1662]], "nbo_charge": [-0.24, -0.51, -0.21, -0.68, -0.69, 0.23, 0.25, 0.29, 0.29, 0.23, 0.25, 0.44, 0.45, 0.45, 0.48, 0.45, 0.46, 0.48, 0.49, -0.96, 0.50, 0.51, -0.99, 0.48, 0.50, -0.97, 0.49, 0.50, -0.99, 0.50, 0.51, -0.98]}